{"formula": "C21H17BCl2F4NO3PPt", "method": "ωB97M-V with the def2-TZVPD basis set", "energy_ha": -2895.90353, "total_charge": 2, "e_above_lowest_kcal_mol": 0.0, "homo_energy_ev": -14.2999, "gap_ev": 5.48, "largest_force_ha_per_bohr": 0.0046, "symbols": ["Pt", "O", "N", "C", "C", "C", "C", "C", "C", "C", "P", "C", "C", "C", "C", "C", "C", "C", "C", "C", "C", "C", "C", "H", "H", "H", "H", "H", "H", "H", "H", "H", "H", "H", "H", "H", "H", "H", "H", "Cl", "C", "Cl", "C", "O", "O", "H", "F", "B", "F", "F", "F"], "positions_angstrom": [[-0.29, -0.02, -0.40], [-0.24, -1.81, -2.41], [-1.21, -1.31, -1.56], [-2.40, -1.74, -1.66], [-3.56, -1.30, -0.89], [-4.80, -1.70, -1.37], [-5.97, -1.31, -0.74], [-5.91, -0.50, 0.38], [-4.67, -0.11, 0.89], [-3.50, -0.50, 0.27], [-1.94, -0.05, 1.05], [-2.12, 1.57, 1.78], [-2.21, 2.67, 0.94], [-2.39, 3.93, 1.48], [-2.48, 4.09, 2.85], [-2.38, 2.99, 3.70], [-2.20, 1.72, 3.17], [-1.57, -1.26, 2.31], [-2.43, -2.32, 2.59], [-2.09, -3.24, 3.57], [-0.91, -3.10, 4.27], [-0.04, -2.04, 4.00], [-0.37, -1.12, 3.02], [-0.68, -2.11, -3.23], [-2.59, -2.48, -2.43], [-4.85, -2.32, -2.26], [-6.93, -1.62, -1.14], [-6.81, -0.19, 0.88], [-4.63, 0.52, 1.77], [-2.14, 2.55, -0.14], [-2.47, 4.79, 0.83], [-2.62, 5.08, 3.27], [-2.45, 3.12, 4.77], [-2.13, 0.87, 3.82], [-3.37, -2.43, 2.05], [-2.76, -4.06, 3.79], [-0.65, -3.82, 5.04], [0.88, -1.94, 4.54], [0.30, -0.30, 2.80], [7.06, 0.62, -3.49], [6.52, 1.29, -2.11], [4.99, 1.74, -1.87], [1.79, -3.09, 1.21], [2.26, -3.53, 2.17], [1.32, -2.65, 0.24], [7.23, 1.41, -1.29], [1.76, 0.52, -1.31], [2.13, 1.38, -0.20], [0.89, 1.32, 0.64], [2.32, 2.65, -0.62], [3.16, 0.83, 0.49]], "lowdin_charge": [1.10, 0.00, -0.22, -0.03, -0.19, 0.00, -0.02, -0.02, -0.04, -0.28, 0.95, -0.37, -0.09, -0.05, -0.04, -0.04, -0.06, -0.35, -0.06, -0.04, -0.04, -0.06, -0.10, 0.13, 0.16, 0.13, 0.13, 0.13, 0.12, 0.11, 0.12, 0.12, 0.12, 0.11, 0.11, 0.12, 0.12, 0.12, 0.11, 0.93, -0.93, 1.00, -0.40, 0.23, 0.16, 0.08, 0.00, -1.25, -0.06, 0.18, 0.18]}

---

{"formula": "C3H18N2O4", "method": "ωB97M-V with the def2-TZVPD basis set", "energy_ha": -535.55317, "e_above_lowest_kcal_mol": 4.6, "homo_energy_ev": -9.1976, "smiles": "CCNCN.O.O.O.O", "gap_ev": 9.58, "largest_force_ha_per_bohr": 0.0751, "symbols": ["C", "C", "N", "C", "N", "H", "H", "H", "H", "H", "H", "H", "H", "H", "H", "O", "H", "H", "O", "H", "H", "O", "H", "H", "O", "H", "H"], "positions_angstrom": [[0.51, -1.83, -1.70], [-0.77, -1.64, -0.88], [-0.50, -0.76, 0.27], [-1.75, -0.30, 0.97], [-1.42, 0.50, 2.14], [0.92, -0.87, -2.08], [0.33, -2.45, -2.57], [1.30, -2.33, -1.10], [-1.56, -1.22, -1.56], [-1.12, -2.60, -0.52], [0.10, 0.02, 0.08], [-2.34, -1.21, 1.33], [-2.38, 0.36, 0.24], [-1.06, -0.07, 2.89], [-0.78, 1.26, 1.97], [-1.06, 2.05, -1.89], [-1.38, 1.71, -1.00], [-1.59, 1.59, -2.54], [1.15, 1.86, 1.27], [1.94, 1.90, 1.71], [1.42, 1.98, 0.36], [1.56, 1.95, -1.38], [0.71, 2.08, -1.72], [2.02, 1.38, -2.02], [1.60, -2.51, 1.50], [2.09, -1.93, 2.06], [0.83, -2.00, 1.24]], "lowdin_charge": [-0.09, -0.29, -0.10, -0.29, 0.00, 0.06, 0.06, 0.07, 0.10, 0.11, 0.06, 0.14, 0.11, 0.06, 0.03, -0.05, 0.07, 0.06, -0.02, -0.01, -0.01, -0.03, -0.04, 0.08, -0.06, 0.02, -0.02]}

---

{"formula": "C3H5Br2NO", "method": "ωB97M-V with the def2-TZVPD basis set", "energy_ha": -5395.28108, "e_above_lowest_kcal_mol": 36.4, "homo_energy_ev": -10.1849, "smiles": "CN=C=O.BrCBr", "gap_ev": 10.55, "largest_force_ha_per_bohr": 0.0757, "symbols": ["C", "N", "C", "O", "H", "H", "H", "Br", "C", "Br", "H", "H"], "positions_angstrom": [[1.67, 0.08, -0.73], [0.39, 0.66, -0.45], [-0.24, 1.61, -0.74], [-0.83, 2.58, -0.72], [1.93, -0.34, 0.20], [1.35, -0.73, -1.37], [2.45, 0.56, -1.29], [-0.89, -2.26, -0.14], [-1.18, -0.84, 1.13], [-2.94, 0.13, 1.00], [-0.27, -0.22, 1.02], [-1.45, -1.20, 2.09]], "lowdin_charge": [-0.08, -0.02, -0.39, 0.18, 0.07, 0.05, 0.09, 0.62, -0.99, 0.54, -0.02, -0.05]}

---

{"formula": "C8H16IN2O3", "method": "ωB97M-V with the def2-TZVPD basis set", "energy_ha": -947.01353, "total_charge": 1, "e_above_lowest_kcal_mol": 0.0, "homo_energy_ev": -12.0004, "gap_ev": 8.39, "largest_force_ha_per_bohr": 0.0759, "symbols": ["C", "C", "C", "C", "C", "C", "C", "C", "N", "N", "O", "O", "O", "I", "H", "H", "H", "H", "H", "H", "H", "H", "H", "H", "H", "H", "H", "H", "H", "H"], "positions_angstrom": [[-2.04, -1.75, 1.53], [0.26, -0.99, 1.38], [-0.79, -1.49, 2.18], [2.06, 0.89, -2.78], [-0.33, 2.55, -0.24], [1.12, 0.29, -0.43], [0.96, 0.11, -1.96], [0.97, 1.83, 0.03], [-3.55, -2.72, 2.27], [0.15, -0.57, 0.15], [-2.45, -1.58, 0.40], [1.08, -1.32, -2.24], [1.25, 1.78, 1.38], [-0.47, -2.12, 4.12], [1.13, -0.72, 1.80], [2.34, 1.82, -2.36], [1.56, 1.25, -3.80], [2.97, 0.30, -2.81], [-0.86, 2.06, -1.18], [-1.02, 2.34, 0.53], [-0.03, 3.56, -0.28], [2.24, 0.09, -0.25], [0.09, 0.67, -2.27], [1.95, 2.24, -0.54], [-4.08, -2.45, 3.09], [-4.13, -2.74, 1.43], [-0.66, -0.92, -0.32], [-3.02, -3.59, 2.33], [1.67, -1.46, -2.94], [1.64, 2.63, 1.78]], "lowdin_charge": [-0.27, -0.10, -0.70, -0.02, -0.01, -0.21, -0.34, -0.40, 0.19, 0.12, 0.08, 0.00, -0.05, 0.96, 0.09, 0.03, 0.14, 0.09, 0.13, 0.07, 0.07, 0.19, 0.11, 0.17, 0.11, 0.11, 0.14, 0.11, 0.06, 0.16]}